{
  "formula": "C14H15Cl2IrN3O5",
  "method": "ωB97M-V with the def2-TZVPD basis set",
  "gap_ev": [6.842, 7.610],
  "spin_multiplicity": 5,
  "lumo_ev": [2.7, 2.0],
  "relative_energy_kcal_mol": 0.0,
  "total_charge": -1,
  "homo_ha": [-0.150, -0.204],
  "symbols": ["Ir", "O", "C", "C", "N", "C", "C", "O", "O", "C", "C", "O", "O", "H", "H", "H", "H", "H", "H", "H", "H", "H", "Cl", "C", "C", "C", "C", "C", "Cl", "C", "N", "H", "H", "H", "C", "C", "N", "H", "H", "H"],
  "positions_angstrom": [[0.0767, 0.8938, 1.0453], [-1.2525, -0.6551, -1.9258], [-0.3201, -1.6015, -1.4446], [-0.6904, -2.1357, -0.0655], [-0.0430, -1.4545, 1.0773], [-0.8051, -1.7299, 2.3085], [-0.8202, -0.6244, 3.3713], [-1.1100, -0.9261, 4.5160], [-0.6711, 0.5849, 2.9387], [1.3590, -1.9081, 1.2027], [2.3570, -0.9533, 1.8842], [3.4038, -1.4783, 2.2546], [2.0564, 0.2817, 1.9542], [-1.1779, 0.1420, -1.3777], [0.6949, -1.1911, -1.4390], [-0.3392, -2.4290, -2.1558], [-0.4695, -3.2109, 0.0016], [-1.7690, -2.0105, 0.0331], [-0.4958, -2.6708, 2.7701], [-1.8569, -1.8305, 2.0313], [1.7500, -2.0837, 0.2004], [1.3896, -2.8612, 1.7397], [-1.0990, 2.9841, -2.2791], [0.4583, 2.3859, -2.7540], [0.9467, 2.6929, -4.0055], [2.1874, 2.2088, -4.4014], [2.9288, 1.4208, -3.5299], [2.4379, 1.1212, -2.2761], [3.3895, 0.1479, -1.2074], [1.1709, 1.5820, -1.8210], [0.6795, 1.2688, -0.6304], [0.3499, 3.3065, -4.6667], [2.5719, 2.4423, -5.3852], [3.8974, 1.0343, -3.8170], [-3.7328, 1.2270, 3.0967], [-3.2081, 1.1919, 1.7365], [-2.6963, 1.1491, 0.7076], [-2.8734, 1.2114, 3.7687], [-4.3506, 0.3513, 3.2869], [-4.3245, 2.1261, 3.2565]],
  "mulliken_spin": [2.66, 0.00, 0.02, -0.02, 0.12, 0.00, 0.00, 0.01, 0.04, -0.02, 0.02, 0.01, 0.10, 0.01, 0.00, 0.00, -0.01, 0.00, 0.00, 0.01, 0.00, 0.00, 0.01, 0.13, -0.07, 0.15, -0.07, 0.16, 0.01, -0.06, 0.73, 0.00, 0.02, 0.00, 0.00, 0.05, -0.01, 0.00, 0.00, 0.00]
}


{
  "formula": "C14H15ClN2OS",
  "method": "ωB97M-V with the def2-TZVPD basis set",
  "gap_ev": 9.191,
  "smiles": "O=C(C1CC1)N1CCN=C1SCc1ccccc1Cl",
  "lumo_ev": 0.7,
  "relative_energy_kcal_mol": 27.7,
  "homo_ha": -0.311,
  "symbols": ["O", "C", "C", "C", "C", "N", "C", "C", "N", "C", "S", "C", "C", "C", "C", "C", "C", "C", "Cl", "H", "H", "H", "H", "H", "H", "H", "H", "H", "H", "H", "H", "H", "H", "H"],
  "positions_angstrom": [[0.5899, -0.3974, -2.0589], [0.2760, -1.5652, -1.9071], [0.2859, -2.5535, -3.0131], [1.3171, -2.3446, -4.0968], [-0.1089, -2.0419, -4.3791], [-0.1057, -2.0139, -0.6801], [-0.5152, -3.3424, -0.2565], [-0.8036, -3.1245, 1.2520], [-0.5325, -1.7321, 1.5188], [-0.1607, -1.1717, 0.4384], [0.2618, 0.4860, 0.2631], [-0.0319, 0.9692, 2.0281], [0.0087, 2.4514, 2.1441], [1.1609, 3.1000, 2.5745], [1.2170, 4.4783, 2.6683], [0.1124, 5.2395, 2.3264], [-1.0444, 4.6194, 1.8893], [-1.0882, 3.2384, 1.7973], [-2.5432, 2.4908, 1.2381], [0.0184, -3.5683, -2.7571], [1.7673, -3.2224, -4.5345], [1.9884, -1.5104, -3.9630], [-0.6735, -2.7051, -5.0165], [-0.3989, -1.0041, -4.4368], [-1.4075, -3.6646, -0.7996], [0.2893, -4.0652, -0.4168], [-0.1629, -3.7387, 1.8898], [-1.8435, -3.3393, 1.5104], [-1.0015, 0.5569, 2.2987], [0.7454, 0.4947, 2.6224], [2.0234, 2.5059, 2.8380], [2.1229, 4.9582, 3.0062], [0.1486, 6.3160, 2.3961], [-1.9114, 5.2004, 1.6161]],
  "nbo_charge": [-0.61, 0.70, -0.35, -0.39, -0.39, -0.46, -0.24, -0.24, -0.50, 0.25, 0.36, -0.55, -0.08, -0.18, -0.21, -0.20, -0.23, -0.02, 0.01, 0.23, 0.22, 0.24, 0.22, 0.24, 0.20, 0.20, 0.20, 0.20, 0.26, 0.23, 0.21, 0.22, 0.22, 0.23]
}


{
  "formula": "C14H15CoN7OS2",
  "method": "ωB97M-V with the def2-TZVPD basis set",
  "gap_ev": [5.471, 3.051],
  "spin_multiplicity": 5,
  "lumo_ev": [-4.7, -6.8],
  "relative_energy_kcal_mol": 0.0,
  "total_charge": 1,
  "homo_ha": [-0.373, -0.361],
  "symbols": ["Co", "C", "C", "N", "N", "C", "N", "S", "C", "C", "C", "C", "C", "N", "H", "H", "H", "H", "H", "H", "H", "H", "H", "C", "S", "C", "O", "H", "H", "H", "H", "H", "H", "N", "C", "C", "C", "N", "C", "N"],
  "positions_angstrom": [[-0.4280, 0.0143, -0.0781], [0.8627, 3.3061, -2.1906], [0.7257, 2.0443, -1.3789], [-0.4531, 1.5512, -0.9797], [-1.4883, 2.3842, -1.1419], [-2.6534, 1.8778, -0.7403], [-3.7436, 2.6080, -1.0067], [-2.7084, 0.2982, -0.0779], [1.8756, 1.2963, -0.9124], [3.2357, 1.6684, -1.0848], [4.2131, 0.7860, -0.6491], [3.8510, -0.4631, -0.1582], [2.4813, -0.7636, -0.0294], [1.5238, 0.1380, -0.2902], [-0.1542, 3.5955, -2.4560], [1.4565, 3.1587, -3.0931], [1.3101, 4.1216, -1.6258], [-3.5840, 3.5423, -1.3566], [-4.6961, 2.3713, -0.7877], [3.4960, 2.6382, -1.5505], [5.2601, 1.0750, -0.7763], [4.6023, -1.2262, 0.1095], [2.0929, -1.7583, 0.2267], [-0.3704, -4.5066, -0.9715], [-1.0845, -2.9158, -1.5436], [-2.8211, -3.0501, -1.0658], [-0.3843, -1.9184, -0.5674], [-0.8397, -5.3424, -1.5116], [-0.5117, -4.5459, 0.1093], [0.6815, -4.4572, -1.2236], [-3.3077, -3.8485, -1.6473], [-3.2665, -2.0753, -1.2652], [-2.9156, -3.2610, 0.0163], [-0.3024, 0.2271, 1.9996], [-0.2808, 0.2193, 3.1670], [-0.3331, 0.2259, 4.5458], [0.4173, -0.7200, 5.2492], [1.0787, -1.5025, 5.7748], [-1.0938, 1.2054, 5.2217], [-1.7435, 2.0018, 5.7402]],
  "mulliken_spin": [2.74, 0.01, 0.14, -0.04, 0.37, -0.09, -0.04, 0.51, 0.04, 0.06, -0.02, 0.06, -0.01, 0.08, 0.00, 0.01, 0.01, 0.00, 0.00, 0.00, 0.00, 0.00, 0.00, 0.00, 0.01, 0.00, 0.02, 0.00, 0.00, 0.00, 0.00, 0.00, 0.00, 0.05, -0.01, 0.07, -0.01, 0.03, -0.01, 0.03]
}


{
  "formula": "C14H15IN5O6SV",
  "method": "ωB97M-V with the def2-TZVPD basis set",
  "gap_ev": [4.879, 4.879],
  "lumo_ev": [-10.1, -10.1],
  "relative_energy_kcal_mol": 19.2,
  "total_charge": 2,
  "homo_ha": [-0.551, -0.551],
  "symbols": ["V", "O", "C", "O", "C", "C", "C", "C", "C", "N", "H", "H", "H", "H", "C", "C", "C", "C", "N", "N", "C", "H", "H", "H", "H", "H", "H", "H", "H", "I", "C", "C", "N", "N", "C", "H", "H", "H", "O", "S", "O", "O", "O"],
  "positions_angstrom": [[0.2536, -0.0962, 0.4986], [3.6782, 1.5036, -0.0114], [2.5460, 1.4259, 0.2682], [1.9311, 0.2755, 0.8045], [1.4936, 2.4739, 0.1252], [1.7770, 3.7215, -0.3580], [0.7490, 4.6573, -0.3451], [-0.4922, 4.2917, 0.1582], [-0.7036, 2.9897, 0.5704], [0.2736, 2.0709, 0.5383], [2.7762, 3.9478, -0.7054], [0.9202, 5.6639, -0.7037], [-1.3001, 5.0072, 0.2254], [-1.6671, 2.6695, 0.9411], [-4.5502, 0.9628, -1.7407], [-3.6571, 0.3452, -0.7218], [-3.8958, -0.6423, 0.2176], [-2.7099, -0.8655, 0.8881], [-1.7504, -0.0132, 0.4059], [-2.3819, 0.7092, -0.5754], [-2.4858, -1.9210, 1.9170], [-5.5235, 0.4811, -1.7198], [-4.1334, 0.8533, -2.7431], [-4.6873, 2.0262, -1.5411], [-4.8218, -1.1720, 0.3694], [-1.8429, 1.2659, -1.2244], [-3.3023, -2.6363, 1.8578], [-2.4822, -1.5094, 2.9250], [-1.5535, -2.4642, 1.7579], [-1.4092, 0.8433, 6.3795], [-0.4994, 0.1886, 4.6665], [0.6061, -0.6510, 4.5674], [0.8808, -0.8203, 3.2783], [-0.0029, -0.1375, 2.4940], [-0.8361, 0.4770, 3.3659], [1.1994, -1.1207, 5.3375], [1.6310, -1.3683, 2.8733], [-1.6418, 1.0952, 3.0044], [-0.9638, -2.1549, -1.7458], [0.2976, -1.7105, -1.3059], [0.2666, -0.0806, -1.2387], [0.3469, -1.8245, 0.3125], [1.5378, -2.1071, -1.8315]],
  "nbo_charge": [1.32, -0.39, 0.75, -0.50, 0.09, -0.16, -0.09, -0.20, 0.06, -0.45, 0.28, 0.27, 0.26, 0.23, -0.67, 0.29, -0.32, 0.27, -0.35, -0.34, -0.67, 0.27, 0.26, 0.26, 0.27, 0.44, 0.27, 0.24, 0.24, 0.34, -0.30, 0.06, -0.29, -0.31, 0.00, 0.28, 0.46, 0.25, -0.82, 2.52, -0.67, -0.66, -0.79]
}


{
  "formula": "C14H15InNS",
  "method": "ωB97M-V with the def2-TZVPD basis set",
  "gap_ev": 6.369,
  "lumo_ev": 2.9,
  "relative_energy_kcal_mol": 0.0,
  "total_charge": -1,
  "homo_ha": -0.128,
  "symbols": ["C", "C", "C", "C", "C", "In", "C", "C", "C", "N", "H", "H", "H", "H", "H", "H", "H", "H", "H", "H", "S", "C", "C", "C", "C", "C", "C", "H", "H", "H", "H", "H"],
  "positions_angstrom": [[2.9628, 0.6004, -1.7805], [3.4619, -0.1148, -0.6562], [2.9359, 0.4842, 0.5254], [2.0907, 1.6057, 0.1143], [2.1433, 1.6698, -1.3261], [0.7241, -0.2991, 0.3853], [0.9659, -2.5683, 0.2358], [0.6542, -2.3109, -1.3261], [1.2203, -2.9609, -2.4423], [-0.2994, -1.3777, -1.4750], [3.3071, 0.3547, 1.5410], [4.1707, -0.9204, -0.6830], [1.7531, 2.3976, 0.7643], [1.7119, 2.4324, -1.9364], [3.2014, 0.3969, -2.8099], [2.0308, -2.9048, 0.3945], [-0.1685, -0.5565, -2.0731], [0.2440, -3.3340, 0.6931], [1.7739, -3.8585, -2.1672], [1.0164, -2.5272, -3.4357], [-0.2931, 0.0935, 2.5235], [-1.8067, 0.7135, 1.8754], [-1.8666, 1.8946, 1.1172], [-3.1152, 2.3642, 0.6960], [-4.2781, 1.6430, 1.0092], [-4.1952, 0.4502, 1.7379], [-2.9614, -0.0327, 2.1616], [-0.9573, 2.4273, 0.8742], [-3.1952, 3.3033, 0.1238], [-5.2701, 2.0189, 0.6899], [-5.0990, -0.1196, 1.9698], [-2.8626, -0.9647, 2.6790]],
  "nbo_charge": [-0.30, -0.27, -0.43, -0.45, -0.30, 1.36, -0.92, 0.19, -0.65, -0.94, 0.24, 0.22, 0.24, 0.21, 0.21, 0.19, 0.36, 0.22, 0.19, 0.19, -0.32, -0.13, -0.26, -0.20, -0.25, -0.20, -0.24, 0.22, 0.20, 0.20, 0.20, 0.22]
}


{
  "formula": "C14H15IrN9O2S2SbSe5",
  "method": "ωB97M-V with the def2-TZVPD basis set",
  "gap_ev": [6.172, 4.652],
  "spin_multiplicity": 6,
  "lumo_ev": [1.6, 0.0],
  "relative_energy_kcal_mol": 23.9,
  "total_charge": -1,
  "homo_ha": [-0.167, -0.173],
  "symbols": ["Ir", "Se", "Sb", "Se", "Se", "Se", "N", "C", "C", "C", "C", "C", "C", "S", "O", "O", "N", "C", "N", "C", "C", "C", "N", "H", "H", "H", "H", "H", "H", "H", "H", "H", "C", "C", "N", "N", "C", "S", "N", "N", "H", "H", "H", "H", "H", "H", "Se", "C", "N"],
  "positions_angstrom": [[-2.0998, -0.2748, 0.2330], [-3.7747, 1.3359, 3.8068], [-3.7836, -0.7134, 2.4157], [-2.1862, -2.2198, 3.6755], [-4.2757, -0.2639, -0.3719], [-6.0228, -1.6788, 2.6391], [3.2326, 0.5745, -5.2645], [2.8698, 0.3892, -3.9444], [2.1481, 1.3747, -3.2638], [1.7430, 1.1681, -1.9615], [2.0525, -0.0263, -1.3281], [2.7602, -1.0198, -1.9863], [3.1677, -0.8106, -3.2892], [1.5482, -0.2420, 0.3485], [2.4446, -1.1228, 1.0439], [1.4246, 1.0883, 0.9050], [0.0283, -0.8490, 0.3505], [-0.1738, -2.1427, 0.0343], [0.7864, -2.9195, -0.4773], [0.4458, -4.1645, -0.7657], [-0.8224, -4.6808, -0.5458], [-1.7636, -3.7977, -0.0429], [-1.4522, -2.5447, 0.2412], [3.2046, 1.5121, -5.6226], [3.9575, -0.0142, -5.6328], [1.8993, 2.2979, -3.7723], [1.1921, 1.9285, -1.4245], [2.9714, -1.9405, -1.4620], [3.7151, -1.5810, -3.8195], [1.2304, -4.7693, -1.2104], [-1.0741, -5.7043, -0.7759], [-2.7920, -4.0902, 0.1384], [0.6876, 2.5315, 4.5072], [0.0342, 3.0094, 3.2719], [0.1423, 4.1737, 2.7273], [-0.5953, 4.0881, 1.5834], [-1.1481, 2.8787, 1.4062], [-2.1151, 2.4157, 0.1196], [-0.7783, 2.1960, 2.5150], [-1.0975, 0.8811, 2.7645], [1.2361, 3.3503, 4.9644], [1.3813, 1.7278, 4.2532], [-0.0564, 2.1487, 5.2070], [-0.6910, 4.8739, 0.9685], [-1.4863, 0.7915, 3.7012], [-0.2653, 0.3082, 2.6905], [-1.3546, -0.3289, -2.3522], [-2.7972, 0.2467, -3.2851], [-3.6977, 0.6091, -3.9132]],
  "mulliken_spin": [1.52, 0.29, 0.08, 1.03, 1.26, 0.21, 0.00, 0.00, 0.00, 0.00, 0.01, 0.00, 0.00, 0.00, 0.01, 0.00, 0.05, -0.06, 0.01, 0.00, 0.01, 0.00, 0.11, 0.00, 0.00, 0.00, 0.00, 0.00, 0.00, 0.00, 0.00, 0.00, 0.00, 0.00, 0.01, 0.01, -0.02, 0.19, 0.01, 0.02, 0.00, 0.00, 0.00, 0.00, 0.00, -0.01, 0.26, -0.01, 0.04]
}


no.,molecular weight (u)
1,568.4
2,294.8
3,420.4
4,559.2
5,344.2
6,1114.2